# 1
{"formula": "C23H25N5S2Zr", "method": "wB97M-V/def2-TZVPD", "e_tot_ev": -54644.9805, "homo_ev": -14.346, "charge": 2, "orbital_gap_ha": 0.235, "e_above_lowest_kj_mol": 122.94, "e_lumo_ev": -7.9615, "species": ["Zr", "C", "S", "C", "S", "N", "N", "C", "C", "C", "C", "C", "C", "N", "H", "H", "H", "H", "H", "H", "H", "H", "C", "C", "C", "C", "C", "C", "C", "C", "C", "C", "N", "C", "C", "C", "C", "C", "N", "H", "H", "H", "H", "H", "H", "H", "H", "H", "H", "H", "H", "H", "H", "H", "H", "H"], "positions_angstrom": [[-1.16690, -0.52945, 0.22786], [-5.84883, -2.80805, 0.75522], [-5.52149, -1.56619, -0.50944], [-4.14111, -0.71169, 0.07106], [-3.23636, -1.27429, 1.49838], [-3.83667, 0.37135, -0.60639], [-2.72465, 0.96870, -0.05734], [-2.65471, 2.18082, 0.32453], [-1.43835, 2.51470, 1.07217], [-1.22197, 3.76095, 1.61532], [-0.08198, 3.96755, 2.39146], [0.78393, 2.91371, 2.60676], [0.48748, 1.67833, 2.04842], [-0.60058, 1.46575, 1.30679], [-6.76908, -3.28726, 0.42386], [-6.02434, -2.34811, 1.72355], [-5.05860, -3.55014, 0.81349], [-3.46217, 2.89175, 0.17032], [-1.92674, 4.56071, 1.43214], [0.11319, 4.93903, 2.82516], [1.67573, 3.02783, 3.20590], [1.14010, 0.82931, 2.21094], [-0.67498, 0.01272, -2.65317], [-0.07926, 1.36387, -2.25382], [1.22873, 1.46831, -1.47528], [1.97067, 2.62864, -1.68058], [3.16522, 2.84231, -1.01614], [3.64325, 1.88684, -0.13480], [2.93890, 0.71337, 0.10606], [3.50815, -0.28643, 1.08710], [4.71274, -1.04750, 0.52261], [1.72962, 0.52023, -0.57588], [0.91871, -0.63493, -0.30282], [1.37645, -1.84602, -0.63785], [0.51241, -2.91839, -0.55318], [0.64152, -4.29533, -0.78128], [-0.59473, -4.86115, -0.49662], [-1.43938, -3.82138, -0.10903], [-0.79987, -2.63207, -0.14251], [-1.38224, 0.14925, -3.47169], [-1.35376, -0.52998, -1.94127], [0.06264, -0.72764, -2.95515], [-0.84691, 1.98069, -1.77514], [0.10209, 1.87316, -3.20174], [1.61157, 3.36770, -2.38674], [3.72912, 3.74770, -1.19504], [4.58116, 2.05152, 0.38202], [2.74565, -0.99337, 1.42181], [3.83385, 0.25380, 1.97954], [4.45779, -1.60825, -0.37834], [5.10342, -1.74744, 1.25947], [5.51156, -0.35726, 0.25402], [2.40092, -1.96040, -0.97805], [1.53662, -4.80525, -1.10150], [-0.86368, -5.90225, -0.55817], [-2.47383, -3.88038, 0.19300]], "forces_ev_per_angstrom": [[-0.2619, -0.0398, -0.0547], [0.0071, -0.0159, 0.0288], [0.0229, 0.0400, -0.0075], [-0.0231, 0.0416, -0.0534], [0.1931, -0.0618, -0.0061], [-0.1683, 0.0214, 0.0326], [0.1898, -0.0377, -0.0550], [-0.0492, 0.0426, -0.1471], [-0.0038, 0.0238, 0.2880], [0.0276, 0.0086, -0.1775], [0.0436, -0.0384, 0.0316], [-0.0197, 0.0580, 0.0019], [-0.0197, -0.0595, 0.0068], [0.0326, -0.0029, -0.0689], [0.0153, -0.0021, -0.0191], [0.0118, 0.0243, -0.0013], [0.0005, -0.0049, -0.0108], [-0.0439, -0.0404, 0.0524], [0.0046, 0.0028, -0.0057], [-0.0017, 0.0042, -0.0049], [-0.0030, 0.0009, 0.0056], [-0.0019, 0.0036, -0.0078], [-0.0886, -0.1811, 0.0389], [0.0285, 0.0476, -0.0031], [-0.0118, -0.0245, -0.0206], [-0.0045, -0.0087, -0.0135], [0.0146, -0.0026, 0.0140], [-0.0081, 0.0324, -0.0119], [-0.0252, -0.0739, 0.0153], [0.0342, -0.0010, -0.0147], [-0.0286, 0.0100, 0.0168], [-0.0294, 0.0666, 0.0185], [0.0541, -0.1026, 0.0222], [-0.0015, -0.0100, 0.1314], [0.0482, 0.0132, -0.0761], [-0.0056, -0.0030, 0.0467], [-0.0102, 0.0010, -0.0035], [0.0362, -0.0131, 0.0002], [-0.0106, 0.0940, 0.0148], [0.0296, 0.0557, -0.0123], [-0.0050, 0.0545, 0.0642], [0.0469, 0.0526, 0.0081], [-0.0008, -0.0075, 0.0067], [-0.0112, 0.0195, 0.0116], [0.0004, 0.0024, -0.0003], [0.0019, 0.0000, -0.0008], [0.0028, -0.0024, 0.0005], [-0.0074, -0.0008, -0.0069], [-0.0056, 0.0116, -0.0003], [0.0055, -0.0005, 0.0027], [0.0104, -0.0016, -0.0052], [0.0067, -0.0044, -0.0008], [-0.0196, 0.0061, -0.0631], [0.0007, -0.0010, -0.0052], [0.0001, -0.0008, -0.0008], [0.0003, 0.0035, -0.0011]], "mulliken_charge": [0.514, -0.833, 0.090, 0.658, -0.286, -1.407, 0.901, -0.469, 0.814, -1.067, -0.349, -1.007, -0.133, 0.075, 0.371, 0.354, 0.235, 0.468, 0.483, 0.476, 0.476, 0.784, -1.192, -0.919, 1.241, -1.042, -1.205, -0.671, 1.312, -1.188, -1.358, -0.155, 0.575, -0.111, -0.341, -0.949, -0.921, 0.069, -0.041, 0.402, 0.462, 0.359, 0.309, 0.639, 0.502, 0.460, 0.543, 0.495, 0.586, 0.319, 0.435, 0.382, 0.482, 0.519, 0.475, 0.378]}

# 2
{"formula": "C6H10N", "method": "wB97M-V/def2-TZVPD", "e_tot_ev": -7864.9664, "homo_ev": -14.772, "charge": 1, "orbital_gap_ha": 0.316, "e_above_lowest_kj_mol": 133.32, "e_lumo_ev": -6.1710, "species": ["C", "C", "C", "C", "C", "C", "N", "H", "H", "H", "H", "H", "H", "H", "H", "H", "H"], "positions_angstrom": [[1.26169, -0.06326, 0.00366], [0.04033, 0.79488, 0.09270], [-0.47460, -1.45480, -0.14187], [-1.02795, -0.11405, -0.06523], [2.69322, 0.40104, 0.03568], [-2.46894, 0.26014, -0.06156], [0.95728, -1.30646, -0.14548], [-0.18738, 1.38388, 0.92857], [0.20967, 1.56426, -0.65391], [-0.82642, -1.89133, 0.75846], [-0.97664, -2.01606, -0.92154], [3.22355, -0.00611, -0.81425], [3.27648, 0.04691, 0.93140], [2.68698, 1.47704, -0.00194], [-2.67475, 1.18424, -0.63803], [-2.46851, 0.29282, 1.08301], [-3.24399, -0.55314, -0.38967]], "forces_ev_per_angstrom": [[0.7959, -2.3422, 0.7847], [1.5066, 0.4332, -1.1161], [0.2504, 1.2904, -0.3478], [-2.5756, -0.3160, -1.7175], [-0.1729, -0.3106, 0.7969], [-0.0278, -1.7843, -0.0356], [0.4929, 0.4917, -0.3237], [0.1102, 1.0767, 1.8017], [-0.7501, 0.3649, -0.6315], [-0.3526, -1.0993, 1.3603], [0.2093, -0.3882, -0.4377], [0.0144, -0.0091, -0.3142], [-0.9276, 0.3740, -0.6722], [0.4060, 0.4396, 0.0243], [0.1285, -0.1896, 1.0687], [-0.9185, 0.7000, -0.9432], [1.8109, 1.2688, 0.7029]], "mulliken_charge": [0.578, -0.454, -0.478, 0.302, -1.052, -0.960, -0.529, 0.419, 0.413, 0.358, 0.427, 0.323, 0.295, 0.334, 0.347, 0.328, 0.350]}

# 3
{"formula": "C5H6O2", "method": "wB97M-V/def2-TZVPD", "e_tot_ev": -9375.1208, "homo_ev": -10.390, "smiles": "C#C[C@@H](C)OC=O", "charge": 0, "orbital_gap_ha": 0.417, "e_above_lowest_kj_mol": 190.55, "e_lumo_ev": 0.9649, "species": ["C", "C", "C", "C", "O", "C", "O", "H", "H", "H", "H", "H", "H"], "positions_angstrom": [[-0.94605, 2.64110, 0.18181], [-0.59734, 1.49330, 0.25791], [-0.06080, 0.12981, 0.32779], [-1.08553, -0.99869, 0.10539], [0.94366, 0.08709, -0.71972], [1.91787, -0.81283, -0.57557], [2.02749, -1.58794, 0.33858], [-1.21600, 3.67044, 0.12100], [0.43927, 0.00127, 1.29420], [-0.96709, -1.41118, -0.90340], [-2.10860, -0.62889, 0.19581], [-0.93121, -1.80176, 0.83020], [2.61721, -0.73102, -1.42478]], "forces_ev_per_angstrom": [[0.1496, -0.4484, 0.0727], [-0.1356, 0.4064, -0.0528], [-0.1072, -0.0590, -0.0623], [-0.0613, 0.0269, 0.0496], [0.1996, -0.0019, -0.0363], [0.1166, -0.2595, 0.3049], [-0.0511, 0.2828, -0.3606], [-0.0654, -0.1285, 0.0081], [-0.0268, -0.0179, -0.2035], [-0.0105, 0.1434, 0.2167], [0.1338, -0.0070, 0.0547], [0.0021, 0.1078, -0.1665], [-0.1439, -0.0452, 0.1753]], "mulliken_charge": [0.106, -0.849, 0.615, -1.224, -0.322, 0.127, -0.486, 0.433, 0.225, 0.301, 0.392, 0.307, 0.372]}

# 4
{"formula": "C2H7ClIN4", "method": "wB97M-V/def2-TZVPD", "e_tot_ev": -28760.4748, "homo_ev": -13.506, "charge": 1, "orbital_gap_ha": 0.297, "e_above_lowest_kj_mol": 62.98, "e_lumo_ev": -5.4314, "species": ["C", "C", "N", "N", "N", "N", "Cl", "I", "H", "H", "H", "H", "H", "H", "H"], "positions_angstrom": [[-1.02628, -0.54696, -0.74481], [-1.35775, -1.97056, -0.50452], [-1.10942, 0.07173, -1.78936], [-0.36679, 0.04617, 0.57716], [1.96084, 1.81262, 0.47660], [-0.36228, 1.24156, 0.73445], [-0.15331, -3.03377, 0.27900], [2.92170, 0.04054, -0.03107], [-1.70585, -2.45564, -1.37705], [-2.29108, -2.02165, 0.16406], [-0.73006, 0.99080, -1.95531], [-0.00568, -0.65082, 1.22577], [2.03881, 2.03476, 1.43023], [2.42194, 2.59454, -0.01732], [-0.23478, 1.84668, 1.53215]], "forces_ev_per_angstrom": [[1.9680, -0.1330, 1.1240], [-2.5323, -0.6632, 2.0527], [-0.2134, -0.2296, -0.8370], [-0.3826, -0.5344, -0.3635], [0.1186, 0.0375, -1.9569], [-1.1107, 1.5546, -2.2193], [0.1057, 0.7039, -0.1800], [-0.4212, 0.7362, 0.3933], [0.0950, -0.1932, -1.2064], [1.3519, 0.2308, -0.6375], [-0.1012, 0.4596, 0.5125], [0.0615, -0.2378, 0.5772], [0.6931, -0.0483, 1.6608], [-0.3784, -0.6495, 0.0835], [0.7460, -1.0335, 0.9966]], "mulliken_charge": [0.447, -0.578, -0.399, 0.596, -0.749, -0.667, -0.146, 0.260, 0.400, 0.316, 0.295, 0.251, 0.337, 0.313, 0.326]}

# 5
{"formula": "CH2ClN2O2", "method": "wB97M-V/def2-TZVPD", "e_tot_ev": -20664.8024, "homo_ev": -4.312, "charge": -1, "orbital_gap_ha": 0.269, "e_above_lowest_kj_mol": 108.38, "e_lumo_ev": 3.0144, "species": ["C", "N", "N", "O", "O", "Cl", "H", "H"], "positions_angstrom": [[-0.47708, -0.67124, 0.43115], [0.75904, -0.58035, 0.35293], [1.46877, 0.39072, -0.28406], [2.37688, 0.01452, -1.01347], [1.21509, 1.57493, -0.02823], [-3.06480, 1.06769, -0.43221], [-0.92274, -1.56806, 0.96763], [-1.35518, -0.22821, 0.00624]], "forces_ev_per_angstrom": [[-2.2462, -2.1795, 0.3206], [1.5725, -1.5559, 1.2745], [-0.1817, 2.6682, -1.0035], [-0.6477, -0.0084, 0.4820], [0.4076, -1.5090, -0.1243], [-0.1583, -0.0864, -0.0016], [1.3374, 0.7873, 0.0473], [-0.0835, 1.8837, -0.9951]], "mulliken_charge": [0.235, -0.519, 1.054, -0.580, -0.520, -0.868, 0.185, 0.012]}

# 6
{"formula": "C6H8", "method": "wB97M-V/def2-TZVPD", "e_tot_ev": -6348.9984, "homo_ev": -9.907, "smiles": "C#CCC1CC1", "charge": 0, "orbital_gap_ha": 0.407, "e_above_lowest_kj_mol": 172.27, "e_lumo_ev": 1.1755, "species": ["C", "C", "C", "C", "C", "C", "H", "H", "H", "H", "H", "H", "H", "H"], "positions_angstrom": [[-2.59933, 1.42002, -0.22609], [-1.86334, 0.47158, -0.31868], [-0.87218, -0.60303, -0.44309], [0.53258, -0.02760, -0.43236], [1.67283, -0.80596, 0.15333], [1.16090, 0.42541, 0.85060], [-3.23913, 2.27002, -0.14504], [-0.99273, -1.32833, 0.37261], [-1.04086, -1.15481, -1.37684], [0.74970, 0.58639, -1.30350], [2.63944, -0.76364, -0.33980], [1.44413, -1.76778, 0.60635], [0.60005, 0.29726, 1.77343], [1.77049, 1.32393, 0.82274]], "forces_ev_per_angstrom": [[0.2703, -0.3509, -0.0334], [-0.3081, 0.4061, 0.0230], [0.0321, -0.0354, 0.0309], [0.0021, 0.0659, -0.1300], [0.1129, -0.1806, -0.0338], [-0.0215, 0.1343, 0.1332], [0.0541, -0.1680, -0.0069], [0.0075, 0.1751, -0.0751], [-0.0003, 0.0860, 0.1490], [0.0207, -0.1116, 0.1210], [-0.1567, 0.0099, 0.0817], [0.0242, 0.1542, -0.0843], [0.0534, -0.0199, -0.1843], [-0.0907, -0.1650, 0.0091]], "mulliken_charge": [0.057, -0.428, -0.757, 0.000, -0.608, -0.532, 0.405, 0.256, 0.290, 0.363, 0.250, 0.229, 0.221, 0.252]}

# 7
{"formula": "C11H12N", "method": "wB97M-V/def2-TZVPD", "e_tot_ev": -13077.2478, "homo_ev": -12.377, "smiles": "C#C/C=C1\\C(C)=C[C@@H](C)[N@@H+]1C#C", "charge": 1, "orbital_gap_ha": 0.299, "e_above_lowest_kj_mol": 702.90, "e_lumo_ev": -4.2538, "species": ["C", "C", "C", "C", "C", "C", "C", "C", "C", "N", "C", "C", "H", "H", "H", "H", "H", "H", "H", "H", "H", "H", "H", "H"], "positions_angstrom": [[-4.10159, -0.33618, 0.41619], [-2.90826, -0.57956, 0.55030], [-1.65481, -1.22469, 0.53797], [-0.52708, -0.49105, 0.19142], [-0.42043, 0.78047, -0.48135], [-1.52062, 1.61684, -1.05401], [0.83464, 1.25878, -0.60826], [1.83946, 0.27480, -0.11305], [2.50396, 1.02062, 1.07225], [1.13964, -0.87708, 0.43620], [1.40679, -2.06894, -0.15066], [1.55366, -3.09122, -0.80283], [-5.00263, 0.15242, 0.18518], [-1.76458, -2.21578, 0.88417], [-2.45223, 1.73764, -0.27688], [-2.04055, 1.10813, -1.89518], [-1.25071, 2.55121, -1.22384], [1.04145, 2.11120, -1.08349], [2.64854, -0.17991, -0.73817], [3.14935, 1.78756, 0.84826], [3.10189, 0.37455, 1.55808], [1.79023, 1.27732, 1.80625], [1.10903, -1.07364, 1.40270], [1.52484, -3.91349, -1.46126]], "forces_ev_per_angstrom": [[2.9556, -0.0469, 0.2470], [-2.8069, 0.0539, -0.9759], [2.6371, 2.2200, -0.2341], [-0.9543, -0.9930, 0.1933], [0.8129, 1.5963, -0.1575], [-5.0770, -4.5119, 2.9426], [-1.9255, -5.4065, 0.7500], [2.8342, 2.2841, 1.2161], [-1.7249, -1.3036, -0.9466], [-4.7330, -0.5188, -0.9430], [0.6756, -4.1613, -3.0146], [-0.6618, 3.1741, 1.7965], [-0.8110, 0.0296, 0.1165], [0.8709, -1.1279, 0.4136], [2.3858, -0.3514, -1.6369], [0.6640, 0.4599, 0.2575], [1.5726, 4.0175, -1.2696], [1.1478, 3.1278, -1.6186], [-0.9150, 0.9188, -0.1417], [0.9275, 2.1413, -1.0671], [2.3709, -2.6058, 1.7445], [-1.1002, 0.8458, 0.5436], [0.5649, 0.7586, 1.9229], [0.2899, -0.6007, -0.1387]], "mulliken_charge": [-0.005, -0.779, -0.437, 0.379, 1.177, -1.678, -1.152, 0.363, -1.760, 0.088, -0.435, -0.164, 0.425, 0.480, 0.237, 0.340, 0.496, 0.632, 0.390, 0.453, 0.543, 0.487, 0.466, 0.451]}